No. 1
Below is 2 unconnected molecules or ions with the total composition CClIO, with properties calculated with ωB97M-V/def2-TZVPD.

Each line ends with the Löwdin charge.
CARTESIAN COORDINATES (ANGSTROEM)
C -1.44288 1.14525 1.78450  0.01
O -0.36680 1.09383 1.40551  -0.02
Cl -0.19543 -1.41944 -1.79746  -0.31
I 2.00510 -0.81965 -1.39254  0.32

Calculated values
- Gap between HOMO and LUMO: 8.523 eV
- LUMO: -1.47 eV
- E_HOMO: -9.99 eV
- Largest force on an atom: 2.10 eV Å⁻¹
- Energy relative to the best compared isomer or geometry (same formula, charge and spin): 1.3 kcal/mol

***

No. 2
Below is CClNO2S2 in the gas phase, with properties calculated with ωB97M-V/def2-TZVPD.

Each line ends with the Löwdin charge.
CARTESIAN COORDINATES (ANGSTROEM)
C -1.29362 -0.24191 -0.12496  -1.25
N 2.05486 0.21810 -1.20109  -0.28
O -0.64855 -1.27020 -0.15183  -0.06
O 1.91872 -0.32974 1.38928  -0.39
S -0.60096 1.37606 0.25143  0.71
S 1.57799 0.32324 0.15049  0.60
Cl -3.00844 -0.07554 -0.31332  0.67

Calculated values
- Gap between HOMO and LUMO (alpha / beta): 7.953 / 7.953 eV
- LUMO (alpha / beta): -2.77 / -2.77 eV
- E_HOMO (alpha / beta): -10.72 / -10.72 eV
- Largest force on an atom: 2.71 eV Å⁻¹
- Energy relative to the best compared isomer or geometry (same formula, charge and spin): 49.4 kcal/mol

***

No. 3
Below is a molecular structure, CCrF4O3P, with properties calculated with ωB97M-V/def2-TZVPD.

Each line ends with the Löwdin charge.
CARTESIAN COORDINATES (ANGSTROEM)
C -1.23968 -1.55734 0.25415  -0.40
O -0.73339 0.26170 -0.63469  -0.37
O -0.17447 -1.62413 0.86231  0.10
O -2.28572 -2.03889 0.04638  0.25
Cr -1.52394 2.09675 -0.03039  1.42
P 0.80863 0.38491 -0.17989  0.47
F 1.59266 1.50944 -0.99514  -0.08
F 0.27799 1.66023 0.89143  -0.27
F 1.84896 0.03822 0.96408  -0.04
F 1.42896 -0.73091 -1.17825  -0.09

Calculated values
- Gap between HOMO and LUMO (alpha / beta): 7.636 / 8.577 eV
- Expectation value of S²: 6.0304
- LUMO (alpha / beta): -8.43 / -7.52 eV
- E_HOMO (alpha / beta): -16.06 / -16.10 eV
- Largest force on an atom: 6.22 eV Å⁻¹
- Spin multiplicity: 5
- Charge: +1
- Energy relative to the best compared isomer or geometry (same formula, charge and spin): 28.1 kcal/mol

***

No. 4
Below is a molecular structure, CEuF4NO2S2, with properties calculated with ωB97M-V/def2-TZVPD.

Each line ends with the Löwdin charge.
CARTESIAN COORDINATES (ANGSTROEM)
Eu 1.71477 -2.68158 2.25924  1.81
F 2.07576 0.71063 -1.60252  -0.50
N -0.11453 1.46955 0.55044  -0.56
S 1.26780 1.61088 -0.27613  0.87
O 1.81574 2.96209 -0.14771  -0.38
S -0.72900 0.09326 1.08113  0.95
O 0.30648 -1.03714 1.27440  -0.82
C -1.44694 -0.64494 -0.51565  -0.78
F -2.25583 -1.62084 -0.13475  0.12
F -2.09769 0.29760 -1.16991  0.15
F -0.53656 -1.15950 -1.31852  0.14

Calculated values
- Gap between HOMO and LUMO (alpha / beta): 3.538 / 3.746 eV
- Expectation value of S²: 15.7600
- LUMO (alpha / beta): -6.84 / -6.64 eV
- E_HOMO (alpha / beta): -10.38 / -10.39 eV
- Largest force on an atom: 6.14 eV Å⁻¹
- Spin multiplicity: 8
- Charge: +1
- Energy relative to the best compared isomer or geometry (same formula, charge and spin): 50.6 kcal/mol

***

no.,energy (eV)
1,-23707.031
2,-40811.285
3,-55754.142
4,-58479.309